Formula: C45H108N11O15
Source: the Open Molecules 2025 dataset
Level of theory: wB97M-V/def2-TZVPD

```
179
Properties=species:S:1:pos:R:3:forces:R:3
C -16.88581 23.93872 16.57835 -1.295 -1.212 -1.262
C -16.71955 23.95081 14.95929 2.146 -2.030 -0.060
C -16.48368 22.43123 14.38535 0.284 0.942 0.891
C -17.68093 21.56923 14.49875 -1.462 0.198 0.786
C -18.73659 22.19914 13.60547 -0.558 -0.805 -0.314
C -19.19761 23.66498 13.90013 0.301 -1.176 -2.671
N -17.94909 24.49043 14.28567 -3.379 6.976 3.043
O -18.22999 25.78070 14.47128 2.215 -7.247 -1.391
C -20.33232 23.74889 14.96663 1.647 0.229 0.372
C -19.72429 24.19493 12.51305 0.614 1.213 0.567
C -15.45161 24.70112 14.54129 -0.770 0.999 -0.540
H -15.98130 23.58222 17.07117 0.267 -0.021 -0.585
H -17.65863 23.17719 16.68288 0.075 -0.243 0.488
H -17.28575 24.74719 17.19034 0.154 0.783 -0.990
H -15.63588 21.94675 14.86971 0.174 0.555 0.570
H -16.17509 22.41473 13.34007 -0.079 0.697 -0.174
H -18.09665 21.53005 15.50560 0.160 0.082 0.395
H -17.46316 20.52391 14.27970 0.005 0.114 -0.545
H -19.64433 21.59629 13.57949 -0.257 0.094 0.433
H -18.39625 22.06389 12.57883 0.251 0.701 -0.247
H -21.11935 23.03415 14.72613 0.186 0.060 -0.283
H -20.73480 24.75624 15.07323 0.041 -0.044 -0.062
H -19.84824 23.42450 15.88779 -0.519 0.037 0.402
H -20.61405 23.63574 12.22369 0.145 -0.061 0.146
H -18.97564 24.22695 11.72147 0.237 -0.795 0.047
H -19.93889 25.26236 12.56419 -0.529 0.047 0.426
H -15.59509 25.74214 14.83077 0.427 0.114 -0.162
H -15.32900 24.63453 13.46026 -0.199 0.257 -0.095
H -14.51978 24.30386 14.94376 -0.398 -0.217 0.515
C -20.81647 24.44639 8.58160 -0.351 0.496 0.301
C -20.50061 23.04666 9.07446 0.282 -0.391 -0.551
C -19.03988 22.62261 8.81414 0.060 -0.865 1.490
C -18.72854 21.13555 9.36994 0.946 0.348 -0.216
C -17.25107 20.62032 9.55813 -0.456 0.938 -2.854
C -16.66851 20.36299 8.12149 0.706 0.153 0.281
H -21.80162 24.78245 8.90509 -0.437 -0.414 -0.188
H -20.78140 24.53873 7.49609 0.208 0.087 0.044
H -20.20843 25.21006 9.06657 0.679 -0.074 -0.225
H -20.82936 22.98351 10.11177 0.329 -0.335 0.096
H -21.06439 22.31953 8.49005 -0.561 0.012 0.193
H -18.37635 23.34103 9.29550 0.256 -0.002 0.227
H -18.90268 22.78592 7.74521 0.331 -0.627 -0.111
H -19.14426 20.95291 10.36086 -0.789 0.561 0.072
H -19.14198 20.37379 8.70895 -0.541 0.183 -0.086
H -16.60794 21.33727 10.06847 -0.136 -0.198 0.335
H -17.27507 19.63506 10.02374 0.073 0.284 0.495
H -17.01709 19.41646 7.70837 -0.055 -0.021 0.081
H -16.83579 21.11739 7.35274 -0.753 0.349 0.293
H -15.57877 20.35323 8.09972 0.190 -0.474 0.425
C -23.69186 22.29293 11.47092 0.841 -0.761 0.978
C -23.69105 21.83683 13.02422 0.578 0.479 -1.365
C -22.51225 20.85746 13.24259 0.061 -0.595 0.320
C -22.69946 19.34182 12.90603 -0.459 0.654 0.063
C -23.88866 18.60975 13.59775 0.514 2.806 -0.383
C -23.83649 17.15299 13.43676 0.618 -0.902 1.066
H -23.59672 21.40939 10.83974 -0.893 -0.264 -0.039
H -22.73511 22.72606 11.17915 0.386 0.450 0.728
H -24.40239 23.01341 11.06575 -0.535 -0.415 0.493
H -23.56504 22.70058 13.67702 0.271 0.274 -0.165
H -24.62547 21.42261 13.40287 -0.139 -0.266 -0.579
H -22.09552 20.90052 14.24886 -0.568 0.075 0.595
H -21.64077 21.21655 12.69516 -0.005 0.078 -0.642
H -22.78353 19.27493 11.82134 -0.073 -0.320 -0.165
H -21.77758 18.83634 13.19368 0.103 -0.035 -0.044
H -23.85798 18.93313 14.63823 -0.141 -0.213 0.261
H -24.79969 19.03168 13.17340 -0.234 -0.047 0.067
H -23.88364 16.90337 12.37678 -0.166 -0.595 0.273
H -22.92268 16.81067 13.92243 0.629 -0.192 -0.655
H -24.52664 16.66209 14.12292 -0.801 -0.135 -0.791
C -12.65669 27.71091 17.16375 0.232 0.603 -0.742
C -13.90777 26.83912 17.06808 0.056 0.844 -1.220
O -14.80173 27.01411 18.13339 -0.420 -0.752 1.629
O -12.91060 29.00157 16.54771 0.251 -0.788 0.172
H -11.80741 27.26296 16.64784 -0.261 0.036 -0.499
H -12.23410 27.90274 18.15001 -0.597 -0.336 0.522
H -13.72543 25.78932 16.83836 0.153 -0.131 0.769
H -14.51226 27.17998 16.22753 0.655 0.126 -0.774
H -14.86602 27.95101 18.33261 -0.024 0.026 0.107
H -13.69640 29.36399 16.96338 0.005 0.271 0.057
C -10.61972 23.55346 17.33885 0.172 -0.224 0.098
C -9.32052 23.91574 16.67234 -0.958 0.723 -1.279
O -9.19915 23.17104 15.43640 0.310 0.107 1.350
O -11.69337 23.81113 16.42748 0.667 0.163 -0.231
H -10.70934 24.17125 18.23238 -0.187 -0.256 0.268
H -10.64321 22.48330 17.54454 0.192 -0.164 0.624
H -8.43777 23.93325 17.31152 -0.050 -0.657 -0.228
H -9.53546 24.94834 16.39729 0.514 0.462 -0.117
H -10.12289 23.15637 15.17544 -0.141 -0.109 -0.673
H -12.49321 23.73336 16.95266 -0.472 -0.001 0.204
O -22.76178 26.47568 15.28550 1.194 1.253 0.024
C -22.30316 27.60565 15.03835 -4.202 -0.752 -1.291
N -21.03137 27.91240 15.17702 2.246 0.359 1.030
C -23.31930 28.67323 14.52762 1.276 -0.899 0.395
H -20.60758 27.40289 15.93919 0.573 -0.682 -0.139
H -20.57160 28.78480 14.95873 -0.837 0.098 -0.290
H -24.01495 28.18279 13.84671 0.054 0.152 0.187
H -22.82053 29.51545 14.04804 -0.172 0.091 0.078
H -23.83136 28.96438 15.44475 -0.194 0.306 -0.202
O -15.89666 28.46688 13.02470 0.938 -0.749 -0.982
C -16.01458 29.23963 13.94600 1.738 1.315 -1.369
N -17.05794 29.07699 14.73924 -0.818 0.664 1.863
C -15.03164 30.45440 14.16851 -1.879 -0.727 0.069
H -17.28932 29.81814 15.38520 -0.337 -0.517 -0.003
H -17.63503 28.28202 14.50451 -0.312 0.290 0.251
H -14.10221 30.10081 14.61487 0.015 0.165 -0.299
H -15.53087 31.18951 14.79976 0.193 -0.051 0.471
H -14.93875 30.99313 13.22551 0.498 -0.500 -0.107
O -16.58231 24.90766 10.95421 1.312 1.992 -0.311
C -15.98653 25.76699 10.24009 -0.742 -3.253 -0.443
N -16.37518 27.01706 10.00956 0.012 0.434 0.235
C -14.82022 25.29272 9.33744 -1.145 0.400 0.538
H -15.97336 27.49022 9.21284 -0.042 0.187 0.497
H -16.96517 27.52623 10.65203 -0.196 -0.166 -0.115
H -15.17528 24.56461 8.60813 -0.286 0.115 -0.004
H -14.12190 24.73279 9.95948 0.366 0.541 -0.145
H -14.45875 26.17921 8.81631 0.781 -0.446 0.054
O -20.22621 27.47694 11.58217 2.891 -0.174 1.409
C -21.35794 27.47232 11.22712 -1.720 1.447 -3.204
N -22.33962 26.87295 11.91081 -0.419 -0.005 -0.100
C -21.68646 28.13472 9.80595 -0.197 -0.653 1.987
H -23.29597 26.93278 11.59158 0.206 -0.218 0.372
H -22.05234 26.46387 12.78844 -0.591 -0.152 0.028
H -21.68687 27.27918 9.13057 -0.060 0.348 -0.360
H -20.91508 28.87135 9.58134 0.101 -0.411 -0.008
H -22.63857 28.66535 9.80890 -0.167 -0.295 -0.130
O -19.55252 21.72049 17.72818 -1.757 -0.859 -3.364
C -19.01225 21.91871 18.76413 2.210 -1.230 -1.984
N -19.49459 22.75763 19.62295 0.651 1.353 3.739
C -17.59321 21.32568 18.91646 -0.352 1.377 1.666
H -19.00874 22.65678 20.50265 -0.653 0.863 0.381
H -20.32944 23.31829 19.52923 0.000 -0.511 -0.169
H -17.60894 20.34446 19.39087 0.115 -0.146 -0.593
H -17.06066 21.98624 19.60067 0.205 -0.077 0.355
H -17.04610 21.47039 17.98489 -0.416 -0.781 -0.122
O -19.53027 26.44295 17.26153 1.468 -0.606 0.428
C -18.76365 27.15777 17.92851 -2.524 -1.277 0.511
N -18.72293 28.42899 17.65601 0.720 2.856 -0.885
C -18.15276 26.82975 19.24352 0.834 -1.735 0.202
H -18.26799 29.08908 18.27035 -0.198 -0.006 -0.362
H -19.26066 28.73561 16.85793 0.159 0.300 0.298
H -18.82349 26.14885 19.76754 -0.306 0.533 0.271
H -17.82002 27.69345 19.81919 -0.346 -0.129 0.034
H -17.28764 26.17889 19.11686 0.351 0.143 -0.281
O -13.59241 23.13847 18.24087 -0.552 -0.251 0.780
C -14.16643 23.26501 19.35052 1.367 -1.465 -0.874
N -14.66418 24.40637 19.75322 -0.533 0.952 0.362
C -14.32447 22.10076 20.29192 -0.361 0.260 0.675
H -15.16077 24.47209 20.63025 0.191 0.123 -0.187
H -14.55447 25.22809 19.17629 -0.139 0.363 0.026
H -13.63555 22.04698 21.13489 0.888 0.229 -0.532
H -14.31976 21.15090 19.75728 -0.287 0.154 0.185
H -15.20932 22.29941 20.89663 -0.598 -0.603 -0.441
O -18.99962 16.50761 13.35511 -0.502 -1.290 0.081
C -19.35147 17.42112 12.63835 -0.671 -3.772 -1.211
N -19.02822 18.61433 13.03746 0.344 4.658 0.121
C -20.18944 17.22139 11.33182 0.512 0.886 0.267
H -18.91183 18.80435 14.02257 0.285 -0.409 -0.251
H -19.03001 19.41518 12.42204 -0.372 -0.105 0.079
H -19.84252 16.49589 10.59602 0.519 -0.176 0.560
H -20.23653 18.17266 10.80176 -0.170 0.130 -0.042
H -21.21199 16.92955 11.57125 0.084 0.083 0.354
O -14.56661 20.53374 11.60249 -1.017 -1.347 0.285
C -13.65844 21.29714 11.78735 0.563 -0.701 -1.058
N -13.82478 22.60479 11.74101 1.001 2.560 0.350
C -12.23949 20.83896 12.04218 -0.023 0.090 1.366
H -14.68043 23.09486 11.52236 -0.228 -0.344 -0.124
H -12.97033 23.14231 11.77374 -0.400 0.285 -0.039
H -12.33003 20.44892 13.05598 0.083 -0.809 0.081
H -11.52072 21.62953 12.25776 0.088 0.199 -0.835
H -11.87744 20.06942 11.36041 -0.157 0.228 0.080
O -14.30581 20.03718 16.48311 1.246 -0.772 -0.392
C -13.08809 19.61203 16.34898 1.386 -0.754 -0.411
N -12.10041 20.36464 16.75487 -1.339 0.603 0.790
C -12.80869 18.23288 15.69504 -1.531 0.097 0.863
H -12.40604 21.18484 17.25881 0.122 0.849 0.113
H -11.13757 20.11884 16.93549 0.023 -0.649 -0.585
H -13.72292 17.67473 15.89689 -0.177 -0.163 -0.735
H -12.06398 17.61795 16.20038 0.447 0.763 0.289
H -12.57285 18.31400 14.63395 -0.280 0.247 0.047
```
Positions in Å, forces in eV/Å.

Output
charge = +2
2S+1 = 2
highest occupied orbital energy (alpha / beta) = -12.4 / -12.4 eV
<S²> = 0.75
max |F| = 0.1619 hartree/bohr

***

Formula: C3H3CaFO2
Source: the Open Molecules 2025 dataset
Level of theory: wB97M-V/def2-TZVPD

```
10
Properties=species:S:1:pos:R:3:forces:R:3
H 0.06518 0.66939 1.43837 -1.877 -2.849 0.694
H 0.79396 1.35923 -0.80177 0.047 -0.178 0.210
O 1.20365 -0.66370 -1.09130 -0.050 -0.393 -0.260
O -0.31752 -1.40083 0.23247 -2.001 0.823 2.320
C 1.00204 0.46667 -0.20636 -0.626 -1.472 0.032
C -0.29775 -0.05952 0.60168 6.082 4.344 -1.433
C 0.45845 -1.69379 -0.82541 1.223 0.242 -1.113
H 1.89878 0.57029 0.41127 -0.215 0.006 -0.080
F -1.26315 0.72913 -0.04116 -2.642 -0.556 -0.263
Ca -3.54365 0.02313 0.28222 0.059 0.034 -0.106
```
Positions in Å, forces in eV/Å.

Output
charge = +1
2S+1 = 2
highest occupied orbital energy (alpha / beta) = -10.5 / -13.8 eV
<S²> = 0.75
max |F| = 0.1480 hartree/bohr

***

Q: Which formula does entry 2 have?
A: C3H3CaFO2